{"formula": "C8H11NS", "method": "ωB97M-V/def2-TZVPD", "symbols": ["C", "C", "C", "C", "C", "C", "C", "C", "N", "S", "H", "H", "H", "H", "H", "H", "H", "H", "H", "H", "H"], "coordinates": [[-1.293, -1.634, 0.224], [0.913, -1.673, -0.020], [-0.856, -0.336, -0.141], [0.552, -0.389, -0.274], [-1.867, 0.838, -0.266], [1.437, 0.669, -0.552], [-1.714, 1.819, 0.874], [2.905, 0.476, -0.505], [-0.166, -2.437, 0.188], [-3.705, 0.292, -0.397], [-2.248, -1.978, 0.510], [1.891, -2.072, 0.014], [-1.480, 1.277, -1.183], [1.075, 1.619, -0.801], [-0.592, 2.101, 1.045], [-1.752, 1.264, 1.728], [-2.436, 2.624, 0.789], [3.522, 1.277, -0.814], [2.957, -0.430, -1.017], [3.226, 0.165, 0.496], [-0.367, -3.472, 0.102]], "atomic_forces_ev_per_a": [[1.92, 3.19, -1.24], [1.01, -3.82, 0.14], [-4.73, -1.27, 1.39], [0.70, 3.73, -0.54], [0.07, -1.22, -0.59], [-0.35, -2.08, 1.18], [2.77, 0.74, -1.42], [-1.24, -0.22, 1.65], [-0.76, -0.88, 0.05], [2.02, 0.32, 0.02], [-0.86, -0.24, -0.12], [0.68, -0.55, -0.20], [-0.63, 0.57, -0.50], [-0.88, 1.20, -0.30], [-1.56, 0.56, -0.96], [-1.37, -1.36, 2.73], [0.31, 0.12, 0.29], [0.39, 0.63, -0.71], [1.27, -1.38, -1.52], [-0.17, 0.32, 0.14], [1.40, 1.65, 0.50]], "orbital_gap_ha": [0.14293, 0.10571], "charge": 0, "e_tot_ha": -764.20087, "max_force_ha_per_bohr": 0.0990, "e_above_lowest_ev": 4.037, "spin_multiplicity": 1, "e_lumo_ev": [-2.2766, -2.7507]}